This record from the OMol25 dataset describes C2HI in the gas phase in a non-equilibrium geometry. The level of theory is ωB97M-V/def2-TZVPD.

As for the LUMO energy: 0.15 eV. Its SMILES is C#CI. For the energy relative to the best compared isomer or geometry (same formula, charge and spin), the calculation gives 0.211 eV. The maximum force comes out at 5.47 eV/A. As for the HOMO energy: -9.6 eV. For the calculated total energy, the calculation gives -374.4063 Eh.

CARTESIAN COORDINATES (ANGSTROEM)
C: -0.822 -0.279 0.227
C: 0.284 0.241 -0.038
I: 2.031 1.062 -0.724
H: -1.493 -1.023 0.535

Forces on atoms 1 to 3 (eV/Å):
5.02 1.89 -1.02
-3.05 -1.28 0.33
-1.10 -0.40 0.48

Now the Löwdin charges, all in e:
1 C -0.03
2 C -0.78
3 I 0.81
4 H 0.00

This record from the OMol25 dataset describes a molecular structure, C39H46CdN12O6S2. The level of theory is ωB97M-V/def2-TZVPD.

As for the LUMO energy: 0.26 eV. The maximum force comes out at 0.25 eV/A. As for the HOMO energy: -7.7 eV. For the calculated total energy, the calculation gives -3586.3863 Eh.

CARTESIAN COORDINATES (ANGSTROEM)
Cd: 0.366 0.733 0.367
C: -1.222 2.752 2.611
C: -1.207 3.379 1.222
C: -1.640 4.833 1.279
O: 0.145 3.289 0.748
C: -2.116 2.538 0.301
O: -3.246 2.950 0.018
O: -1.637 1.433 -0.122
H: -0.479 3.243 3.241
H: -0.995 1.684 2.581
H: -2.209 2.880 3.059
H: -0.984 5.376 1.961
H: -2.669 4.907 1.625
H: -1.577 5.294 0.292
H: 0.203 3.809 -0.076
C: -1.838 -1.198 4.643
O: -2.208 -2.537 5.008
C: -1.228 -3.480 4.957
C: -0.954 -4.189 6.123
C: 0.013 -5.179 6.132
C: 0.723 -5.479 4.977
C: 0.440 -4.791 3.810
C: -0.535 -3.798 3.783
N: -0.829 -3.128 2.563
C: -0.095 -2.086 2.041
N: 0.960 -1.724 2.807
C: 1.897 -0.661 2.752
C: 1.875 0.411 1.871
C: 2.867 1.390 2.045
C: 3.838 1.301 3.022
C: 3.848 0.216 3.896
C: 2.877 -0.754 3.764
O: 2.769 -1.854 4.582
C: 3.684 -1.974 5.651
N: -0.420 -1.524 0.920
C: -1.529 -2.034 0.215
C: -1.362 -3.004 -0.763
C: -2.432 -3.440 -1.539
C: -3.684 -2.881 -1.342
C: -3.876 -1.912 -0.361
C: -2.814 -1.508 0.439
O: -2.927 -0.650 1.476
C: -4.093 0.162 1.528
H: -2.490 -0.540 5.213
H: -1.980 -1.020 3.579
H: -0.799 -1.001 4.917
H: -1.516 -3.940 7.013
H: 0.214 -5.719 7.048
H: 1.484 -6.248 4.983
H: 0.967 -5.014 2.891
H: -1.630 -3.424 2.030
H: 1.112 -2.317 3.611
H: 2.864 2.253 1.389
H: 4.589 2.075 3.125
H: 4.600 0.146 4.669
H: 3.413 -2.883 6.181
H: 3.614 -1.120 6.330
H: 4.711 -2.059 5.284
H: -0.366 -3.404 -0.916
H: -2.281 -4.211 -2.285
H: -4.531 -3.213 -1.931
H: -4.860 -1.492 -0.209
H: -3.924 0.878 2.328
H: -4.979 -0.436 1.762
H: -4.223 0.709 0.594
N: -2.349 -1.342 -4.313
N: -1.246 -1.088 -3.513
N: -0.068 -1.635 -3.716
C: 0.641 -1.057 -2.756
N: -0.103 -0.233 -2.008
N: -1.316 -0.261 -2.521
H: -2.057 -2.062 -4.966
H: -3.066 -1.725 -3.700
H: 1.689 -1.244 -2.593
S: 5.029 0.307 -4.882
C: 3.972 0.754 -3.535
C: 4.160 0.143 -2.302
C: 3.342 0.514 -1.244
N: 2.374 1.423 -1.351
C: 2.229 2.037 -2.529
C: 3.000 1.743 -3.640
C: 3.924 0.409 -6.265
C: 2.665 -0.181 -6.256
C: 1.892 -0.097 -7.400
N: 2.290 0.496 -8.526
C: 3.501 1.040 -8.524
C: 4.352 1.034 -7.425
H: 4.917 -0.617 -2.165
H: 3.451 0.049 -0.271
H: 1.477 2.818 -2.580
H: 2.837 2.280 -4.564
H: 2.287 -0.694 -5.383
H: 0.901 -0.539 -7.414
H: 3.813 1.520 -9.445
H: 5.319 1.516 -7.474
C: -4.068 4.249 -2.759
N: -2.752 4.849 -2.625
C: -1.614 4.160 -2.524
N: -1.700 2.817 -2.667
S: -0.131 4.945 -2.281
H: -4.798 5.046 -2.874
H: -4.315 3.664 -1.872
H: -4.105 3.615 -3.648
H: -2.664 5.842 -2.493
H: -2.535 2.362 -2.317
H: -0.862 2.328 -2.392

Forces on atoms 1 to 3 (eV/Å):
0.00 0.00 -0.11
-0.02 0.02 0.05
0.04 0.03 0.05

Atomic partial charges in e from the Löwdin method, atoms 1 to 4:
1 Cd 1.40
2 C -0.02
3 C -0.55
4 C -0.02

This record from the OMol25 dataset describes a molecular structure, C2H4Br2 in a non-equilibrium geometry. The level of theory is ωB97M-V/def2-TZVPD.

As for the LUMO energy: -1.34 eV. For the energy relative to the best compared isomer or geometry (same formula, charge and spin), the calculation gives 1.800 eV. The maximum force comes out at 4.95 eV/A. As for the HOMO energy: -9.7 eV. For the calculated total energy, the calculation gives -5226.5685 Eh.

CARTESIAN COORDINATES (ANGSTROEM)
C: 0.811 0.091 -0.358
C: -0.405 -0.152 0.498
Br: -1.370 -1.717 -0.128
Br: -2.131 1.661 0.153
H: 1.387 0.946 0.050
H: 1.534 -0.668 -0.286
H: 0.552 -0.063 -1.433
H: -0.377 -0.096 1.504

Forces on atoms 1 to 3 (eV/Å):
-1.01 0.92 0.07
-1.54 -0.04 -4.70
0.42 0.77 0.60

Atomic partial charges in e from the Löwdin method, atoms 1 to 4:
1 C -0.22
2 C -0.74
3 Br 0.63
4 Br 0.11

This record from the OMol25 dataset describes C11H12N2O4 in the gas phase in a non-equilibrium geometry. The level of theory is ωB97M-V/def2-TZVPD.

As for the LUMO energy: -0.50 eV. Its SMILES is CN1C(=O)/C(=C/c2ccco2)[C@@H](O)N(C)C1=O. For the energy relative to the best compared isomer or geometry (same formula, charge and spin), the calculation gives 0.644 eV. The maximum force comes out at 3.40 eV/A. As for the HOMO energy: -8.7 eV. For the calculated total energy, the calculation gives -836.8203 Eh.

CARTESIAN COORDINATES (ANGSTROEM)
O: 0.926 1.578 2.282
O: -0.306 -2.606 2.805
O: -0.313 0.777 -2.730
O: 0.502 -1.428 -0.977
C: 0.594 0.533 1.774
C: -0.140 -1.648 2.080
C: -0.336 1.379 -3.970
C: 0.195 2.665 -3.954
C: 0.510 2.883 -2.575
C: 0.172 1.757 -1.843
C: 0.458 1.626 -0.403
C: 0.187 0.523 0.380
N: 0.636 -0.630 2.524
N: -0.901 -1.584 0.927
C: 1.260 -0.664 3.869
C: -1.800 -2.685 0.536
C: -0.443 -0.725 -0.147
H: 0.642 -0.927 -1.816
H: -0.707 0.946 -4.892
H: 0.339 3.329 -4.789
H: 0.884 3.766 -2.117
H: 0.910 2.490 0.019
H: 2.048 0.081 3.958
H: 1.733 -1.654 4.016
H: 0.457 -0.488 4.615
H: -2.562 -2.287 -0.175
H: -1.239 -3.445 0.008
H: -2.384 -3.081 1.363
H: -1.321 -0.483 -0.770

Forces on atoms 1 to 3 (eV/Å):
0.51 0.83 0.56
0.14 -0.85 0.59
-0.03 1.29 -0.16

Atomic partial charges in e from the Löwdin method, atoms 1 to 4:
1 O 0.09
2 O 0.08
3 O 0.00
4 O 0.00

This record from the OMol25 dataset describes 2 unconnected molecules or ions with the total composition C4H8OS in a non-equilibrium geometry. The level of theory is ωB97M-V/def2-TZVPD.

As for the spin multiplicity: 3. As for the LUMO energy (spin up / spin down): 0.82 / -2.72 eV. For the energy relative to the best compared isomer or geometry (same formula, charge and spin), the calculation gives 1.526 eV. The maximum force comes out at 4.73 eV/A. As for the HOMO energy (spin up / spin down): -6.3 / -9.7 eV. For the calculated total energy, the calculation gives -630.4469 Eh.

CARTESIAN COORDINATES (ANGSTROEM)
C: 1.074 -1.239 0.663
C: 1.711 -0.602 -0.317
C: -3.014 0.538 0.148
C: 2.662 0.587 -0.349
O: -3.976 1.491 -0.027
S: -3.413 -1.001 -0.084
H: 0.486 -2.154 0.405
H: 1.004 -0.717 1.527
H: 1.792 -1.141 -1.224
H: -2.061 0.899 0.392
H: 3.548 0.067 -0.078
H: 2.319 1.247 0.393
H: 2.691 0.917 -1.298
H: -4.822 1.107 -0.151

Forces on atoms 1 to 3 (eV/Å):
-0.39 -0.63 -3.30
0.57 -0.77 -0.31
-0.04 2.40 0.29

Atomic partial charges in e from the Löwdin method, atoms 1 to 4:
1 C -0.01
2 C -0.23
3 C -0.80
4 C -0.07

This record from the OMol25 dataset describes 2 unconnected molecules or ions with the total composition C4H13N in a non-equilibrium geometry. The level of theory is ωB97M-V/def2-TZVPD.

As for the LUMO energy: 0.96 eV. Its SMILES is CCC.CN. For the energy relative to the best compared isomer or geometry (same formula, charge and spin), the calculation gives 1.158 eV. The maximum force comes out at 3.30 eV/A. As for the HOMO energy: -9.3 eV. For the calculated total energy, the calculation gives -214.8907 Eh.

CARTESIAN COORDINATES (ANGSTROEM)
C: -0.171 0.339 2.552
N: 0.696 -0.797 2.866
H: -0.374 0.550 1.536
H: 0.254 1.359 3.018
H: -1.144 0.160 2.920
H: 0.423 -1.640 2.233
H: 1.680 -0.703 2.627
C: -0.626 1.132 -1.083
C: -0.487 -0.007 -2.130
C: 0.590 -1.067 -1.737
H: -0.786 0.702 -0.123
H: -1.428 1.895 -1.421
H: 0.151 1.935 -0.989
H: -0.254 0.460 -3.140
H: -1.403 -0.455 -2.355
H: 1.098 -1.543 -2.623
H: 1.475 -0.615 -1.270
H: 0.305 -1.704 -0.880

Forces on atoms 1 to 3 (eV/Å):
1.93 2.20 1.34
-0.52 -2.36 -1.68
0.50 0.14 -1.21

Atomic partial charges in e from the Löwdin method, atoms 1 to 4:
1 C -0.21
2 N -0.09
3 H -0.01
4 H 0.12

This record from the OMol25 dataset describes a gas-phase ion, C12H20N2 (charge +2) in a non-equilibrium geometry. The level of theory is ωB97M-V/def2-TZVPD.

As for the spin multiplicity: 3. As for the LUMO energy (spin up / spin down): -6.55 / -10.71 eV. The maximum force comes out at 6.19 eV/A. As for the HOMO energy (spin up / spin down): -15.3 / -17.9 eV. For the calculated total energy, the calculation gives -577.8962 Eh. The charge is +2.

CARTESIAN COORDINATES (ANGSTROEM)
C: -0.639 2.418 0.515
C: -3.543 -0.435 -0.400
C: -4.924 1.629 -0.569
C: -4.688 0.281 -0.748
C: 0.694 2.077 0.720
C: -0.273 -0.274 0.704
C: -1.126 -0.788 -0.477
C: 0.905 0.665 0.198
C: -2.505 -1.088 0.099
C: -2.572 -2.346 0.984
C: 3.631 -0.380 -1.457
C: 3.425 0.476 -0.213
N: -1.765 2.587 0.346
N: 2.292 0.236 0.648
H: -5.862 2.061 -0.904
H: -4.093 2.300 -0.294
H: -5.393 -0.325 -1.372
H: 1.449 2.724 0.255
H: 0.887 2.146 1.811
H: -0.811 0.357 1.352
H: 0.132 -1.111 1.351
H: -1.409 -0.043 -1.179
H: -0.491 -1.562 -1.040
H: 0.857 0.545 -0.951
H: -3.550 -2.790 0.898
H: -2.248 -2.271 2.014
H: -1.928 -3.084 0.360
H: 4.362 -1.171 -1.356
H: 2.622 -0.868 -1.696
H: 3.921 0.228 -2.212
H: 3.614 1.548 -0.576
H: 4.417 0.335 0.456
H: 2.360 0.693 1.649
H: 2.239 -0.869 0.770

Forces on atoms 1 to 3 (eV/Å):
-2.98 1.46 -0.84
-3.84 2.99 -0.62
0.95 0.95 -0.49

Atomic partial charges in e from the Löwdin method, atoms 1 to 4:
1 C -0.21
2 C 0.19
3 C 0.13
4 C -0.07

This record from the OMol25 dataset describes a molecular structure, C17H29MnOSe2Te2 in a non-equilibrium geometry. The level of theory is ωB97M-V/def2-TZVPD.

As for the spin multiplicity: 5. As for the LUMO energy (spin up / spin down): 4.30 / 4.30 eV. For the energy relative to the best compared isomer or geometry (same formula, charge and spin), the calculation gives 2.303 eV. The maximum force comes out at 3.49 eV/A. As for the HOMO energy (spin up / spin down): -0.2 / -0.1 eV. For the calculated total energy, the calculation gives -7230.2829 Eh. The charge is -2.

CARTESIAN COORDINATES (ANGSTROEM)
Mn: 0.462 1.193 -1.442
C: -0.136 0.708 1.071
C: 0.666 -0.380 0.678
C: -0.088 -1.119 -0.283
C: -1.320 -0.454 -0.428
C: -1.362 0.664 0.401
C: -2.554 1.607 0.543
C: -2.825 2.311 -0.799
C: -2.282 2.667 1.625
C: -3.795 0.795 0.954
C: 0.256 -2.317 -1.191
C: 0.806 -3.506 -0.387
C: -1.016 -2.820 -1.921
C: 1.247 -1.869 -2.281
C: 2.031 -0.628 1.355
C: 1.910 -1.769 2.382
C: 2.479 0.639 2.121
C: 3.143 -0.930 0.336
H: 0.155 1.477 1.766
H: -2.121 -0.742 -1.086
H: -1.970 2.915 -1.105
H: -3.695 2.967 -0.726
H: -3.021 1.586 -1.589
H: -1.400 3.258 1.380
H: -2.124 2.199 2.597
H: -3.127 3.352 1.713
H: -4.047 0.053 0.196
H: -4.658 1.445 1.089
H: -3.617 0.267 1.891
H: 0.123 -3.775 0.421
H: 1.779 -3.298 0.044
H: 0.927 -4.382 -1.026
H: -1.786 -3.122 -1.212
H: -0.790 -3.678 -2.552
H: -1.429 -2.051 -2.570
H: 2.228 -1.635 -1.881
H: 0.876 -0.975 -2.782
H: 1.378 -2.647 -3.035
H: 1.224 -1.496 3.184
H: 2.878 -1.990 2.832
H: 1.535 -2.685 1.934
H: 1.777 0.895 2.915
H: 2.563 1.491 1.445
H: 3.453 0.488 2.590
H: 3.037 -1.915 -0.109
H: 4.125 -0.910 0.816
H: 3.148 -0.181 -0.457
Se: 0.304 3.231 -2.861
Te: 1.021 5.701 -2.974
Te: 2.338 5.511 -0.537
Se: 1.689 3.031 -0.298
O: -0.393 0.821 -2.747

Forces on atoms 1 to 3 (eV/Å):
0.31 0.59 2.68
-0.05 0.42 0.47
1.11 0.21 0.22

Atomic partial charges in e from the Löwdin method, atoms 1 to 4:
1 Mn 0.27
2 C -0.14
3 C -0.20
4 C -0.18

This record from the OMol25 dataset describes C5H13N2 in the gas phase in a non-equilibrium geometry. The level of theory is ωB97M-V/def2-TZVPD.

As for the spin multiplicity: 2. As for the LUMO energy (spin up / spin down): 1.18 / 0.14 eV. For the energy relative to the best compared isomer or geometry (same formula, charge and spin), the calculation gives 0.000 eV. The maximum force comes out at 1.32 eV/A. As for the HOMO energy (spin up / spin down): -8.0 / -9.1 eV. For the calculated total energy, the calculation gives -307.7492 Eh.

CARTESIAN COORDINATES (ANGSTROEM)
C: -2.317 0.808 1.226
C: -1.500 0.403 0.005
C: -0.016 0.777 0.171
C: 0.834 0.279 -0.935
C: 2.292 -0.027 -0.687
N: 2.406 -1.070 0.337
N: -1.650 -1.050 -0.194
H: -2.281 1.885 1.397
H: -1.895 0.274 2.078
H: -3.356 0.497 1.136
H: -1.879 0.968 -0.862
H: 0.015 1.875 0.237
H: 0.345 0.436 1.144
H: -2.490 -1.250 -0.729
H: 0.648 0.665 -1.937
H: 2.765 0.868 -0.264
H: 2.784 -0.277 -1.631
H: 1.982 -1.937 0.027
H: 3.352 -1.276 0.612
H: -0.864 -1.369 -0.745

Forces on atoms 1 to 3 (eV/Å):
0.36 -0.19 -0.01
-0.35 0.05 -0.06
-0.63 -0.16 0.32

Atomic partial charges in e from the Löwdin method, atoms 1 to 4:
1 C -0.08
2 C -0.48
3 C -0.21
4 C -0.08